The following is a DFT calculation (ωB97M-V with the def2-TZVPD basis set) of 6 unconnected molecules or ions with the total composition C30H23BN5O16 at a distorted geometry.

```
75
Properties=species:S:1:pos:R:3:forces:R:3:mulliken_charge:R:1
O 1.2228 -0.9752 -0.5588 -3.78 0.21 0.13 -0.72
C -0.0277 -0.9790 -0.4188 3.25 0.34 0.90 0.62
O -0.9399 -1.3550 -1.2479 0.35 0.09 -0.57 -0.76
B -2.2637 -1.2976 -0.5858 -1.76 -1.05 -1.20 1.67
O -2.0435 -0.8516 0.7981 -0.89 -0.07 -0.84 -0.62
C -0.7911 -0.5952 0.9086 3.37 -0.09 1.35 0.54
O -0.1769 -0.2620 1.9039 -0.80 0.08 -0.62 -0.71
O -2.8444 -2.6636 -0.7107 -1.45 0.07 -0.57 -0.50
C -3.9722 -2.6518 -1.4972 1.09 -0.29 0.64 0.56
O -4.6825 -3.5751 -1.7885 0.81 0.75 0.39 -0.62
C -4.1658 -1.1831 -1.9446 1.45 0.54 1.82 0.67
O -3.1811 -0.4291 -1.3490 -0.49 -0.76 -0.38 -0.56
O -5.0551 -0.7288 -2.5685 -0.85 0.30 -0.91 -0.62
C 3.8992 -0.8081 1.7804 -0.01 -0.85 -0.53 -0.36
C 3.8372 0.0237 2.9699 -0.43 3.17 2.90 0.45
N 3.6985 0.7529 3.8982 0.65 -2.81 -3.36 -0.60
H 2.8943 -0.9769 1.3934 -0.19 -0.13 0.21 -0.11
H 4.3616 -1.7707 1.9988 -0.27 -0.08 0.28 0.32
H 4.4557 -0.4611 0.9097 0.20 0.80 0.44 0.36
C 0.9156 0.6627 -5.3064 -0.44 1.59 -0.72 -0.53
C 0.1395 0.4787 -4.1820 -0.11 -1.12 -0.85 -0.61
C -0.9570 -0.3688 -4.3566 -0.61 0.22 0.59 0.13
C -1.4355 -0.7135 -5.6312 0.94 0.69 1.54 0.22
C -0.8318 -0.2193 -6.7567 1.26 -0.72 -0.42 -0.54
C 0.4200 0.3523 -6.5687 -0.25 0.63 -0.26 -0.47
N -2.4930 -1.6724 -5.8077 -1.58 0.66 -2.55 1.00
O -3.2244 -1.5216 -6.8050 0.74 0.21 0.89 -0.62
O -2.5743 -2.6058 -5.0844 0.09 -1.20 1.69 -0.54
H 1.7414 1.3585 -5.3251 0.50 -0.29 0.40 0.33
H 0.4106 0.9074 -3.2285 -0.05 -0.30 0.14 0.52
H -1.4468 -0.6592 -3.4389 -0.40 -0.34 -0.24 0.34
H -1.1962 -0.4904 -7.7365 -0.13 0.23 0.00 0.44
H 0.9749 0.7417 -7.4095 0.04 -0.26 -0.23 0.35
C 3.3483 1.8155 -0.4866 -0.59 0.23 1.59 -0.56
C 3.8483 2.9207 0.2580 -1.49 -0.58 -0.13 -0.55
C 4.6431 3.8810 -0.3129 0.28 -0.76 -0.72 -0.37
C 5.0377 3.6222 -1.6378 0.57 -0.04 0.76 0.08
C 4.7024 2.4369 -2.2686 0.06 0.25 -1.37 -0.37
C 3.8228 1.5306 -1.7148 0.46 0.82 -0.91 -0.32
N 5.8844 4.6259 -2.2806 0.99 0.94 -2.52 0.92
O 5.9683 5.7544 -1.8412 -0.62 -0.09 1.42 -0.58
O 6.4631 4.3750 -3.3436 -0.68 -1.21 0.79 -0.59
H 2.5257 1.1889 -0.1748 0.01 0.00 0.83 0.55
H 3.4279 3.1078 1.2350 0.11 -0.15 0.19 0.40
H 4.9552 4.7534 0.2420 0.03 0.06 -0.24 0.46
H 4.8860 2.1625 -3.2969 0.91 0.85 -0.17 0.38
H 3.4520 0.7786 -2.3955 -0.15 -0.43 0.51 0.51
C -5.9333 3.7575 1.5973 -1.99 0.90 -1.82 -0.28
C -6.8562 3.1326 0.7378 0.91 -0.03 0.65 -0.66
C -6.7975 1.7567 0.5942 0.66 -1.09 0.09 -0.33
C -5.8913 0.9768 1.3429 0.52 2.88 1.04 0.23
C -5.0199 1.6910 2.2819 -1.10 -3.42 -1.46 -0.29
C -5.0612 3.0406 2.3376 1.02 0.55 0.65 -0.46
N -5.8866 -0.4670 1.1486 0.04 -2.43 0.52 0.96
O -6.9306 -1.0216 0.7573 1.44 1.37 0.34 -0.56
O -4.8683 -1.1125 1.4492 -1.36 1.50 -0.42 -0.52
H -5.8924 4.8366 1.6103 -0.10 0.12 0.15 0.36
H -7.5701 3.6869 0.1466 0.11 0.15 -0.01 0.36
H -7.3706 1.2625 -0.1763 -0.25 -0.10 0.15 0.41
H -4.3402 1.1649 2.9358 0.06 -0.34 -0.25 0.41
H -4.3331 3.5789 2.9262 0.01 -0.12 0.30 0.37
C 2.7455 -2.4109 6.8705 -1.16 2.90 -1.64 -0.44
C 2.0661 -1.7109 5.8057 0.44 -1.33 1.51 -0.61
C 1.9881 -2.3014 4.5700 -0.78 1.28 -0.42 -0.10
C 2.4498 -3.5653 4.3879 0.29 -1.34 0.41 0.19
C 3.0799 -4.2589 5.4129 0.44 0.05 -0.64 -0.41
C 3.3328 -3.6092 6.6318 -0.38 -1.27 -0.25 -0.60
N 2.1651 -4.2179 3.0741 0.67 1.38 -0.15 0.89
O 2.2328 -3.4320 2.1055 -0.42 -2.19 1.24 -0.51
O 1.9200 -5.4125 3.0832 0.20 0.96 -0.60 -0.57
H 2.8462 -1.8432 7.7837 0.07 -0.39 0.33 0.36
H 1.4944 -0.8125 5.9856 0.43 0.27 0.06 0.43
H 1.5158 -1.7902 3.7442 -0.18 0.08 -0.04 0.59
H 3.4360 -5.2484 5.1668 0.05 -0.16 0.34 0.41
H 3.8450 -4.0875 7.4536 0.22 -0.29 -0.20 0.35
```
Forces are in eV/Å.

The LUMO energy is 0.0388 Ha. The value obtained for the maximum force is 4.4 eV Å⁻¹. The energy relative to the best compared isomer or geometry (same formula, charge and spin) is 0.000 eV. Its net charge is -1.

---

The following is a DFT calculation (ωB97M-V with the def2-TZVPD basis set) of a molecular structure, C30H23BrN3O3OsS.

```
62
Properties=species:S:1:pos:R:3:forces:R:3:mulliken_charge:R:1
Os 0.5657 0.4754 0.1714 0.46 0.09 -0.68 1.46
Br 2.3917 -2.3792 1.3170 0.02 0.01 0.00 -0.10
C 1.9142 -1.8119 3.0505 0.02 0.07 -0.11 0.24
C 2.5158 -2.4632 4.0933 -0.02 -0.02 0.14 -0.75
C 2.2683 -2.0566 5.4085 0.03 0.01 -0.04 -0.64
C 1.4284 -0.9833 5.6416 -0.04 0.01 0.08 -0.90
C 0.8206 -0.3044 4.5962 -0.01 0.06 -0.03 0.94
C 0.0488 0.8887 4.8884 0.05 -0.17 0.08 -0.73
C -0.4800 1.6494 3.9333 0.00 0.31 -0.16 -1.43
C -0.3746 1.2275 2.5215 0.09 -0.15 0.46 0.73
C 0.3499 -0.0477 2.1964 -0.27 0.10 0.31 -1.00
C 1.0160 -0.7130 3.2258 -0.02 -0.11 0.03 1.17
H 3.1875 -3.2866 3.8943 0.01 0.02 0.00 0.43
H 2.7632 -2.5573 6.2298 -0.06 -0.03 -0.02 0.40
H 1.2459 -0.6451 6.6553 0.04 -0.01 -0.04 0.38
H -0.0852 1.1549 5.9311 0.06 0.00 -0.03 0.39
H -1.0242 2.5589 4.1631 -0.03 -0.08 0.00 0.51
H -1.3539 1.2848 2.0411 -0.04 -0.02 -0.02 0.11
O -1.6159 1.4911 -0.4142 -0.03 0.10 0.02 -0.62
C -1.7113 1.7932 -1.8297 0.54 0.00 -0.47 3.12
C -0.3667 1.2951 -2.4728 -0.44 -0.24 0.25 0.36
O -0.2877 0.9379 -3.6135 0.32 0.14 -0.02 -0.63
O 0.6610 1.3455 -1.6350 0.04 0.16 0.39 -0.67
C -2.9772 1.1513 -2.3802 -0.14 -0.02 0.15 -0.81
C -4.1118 1.2028 -1.5689 -0.04 0.05 -0.05 -0.41
C -5.3373 0.7456 -2.0266 0.00 0.03 0.03 -0.84
C -5.4513 0.2245 -3.3076 0.02 -0.05 -0.01 -0.50
C -4.3290 0.1609 -4.1174 0.03 0.00 0.05 -0.92
C -3.0970 0.6195 -3.6618 -0.01 -0.05 0.01 -0.25
C -1.6587 3.3058 -2.0818 -0.05 -0.04 0.15 -0.49
C -0.9372 4.1405 -1.2325 0.02 0.03 0.00 0.00
C -0.7997 5.4932 -1.5148 0.00 -0.01 0.06 -0.97
C -1.3715 6.0240 -2.6590 -0.02 0.00 -0.03 -0.49
C -2.0889 5.1968 -3.5115 -0.01 -0.05 -0.01 -0.90
C -2.2321 3.8468 -3.2270 -0.09 0.00 -0.02 -0.37
H -1.7585 2.3118 0.0798 -0.01 -0.02 -0.09 0.52
H -4.0486 1.6220 -0.5727 0.00 -0.02 -0.02 0.34
H -6.2082 0.8141 -1.3867 0.03 -0.03 0.00 0.42
H -6.4071 -0.1331 -3.6689 0.02 0.03 0.00 0.43
H -4.4052 -0.2410 -5.1200 0.01 0.00 0.03 0.46
H -2.2315 0.5628 -4.3018 -0.07 0.04 -0.03 0.60
H -0.4423 3.7427 -0.3556 0.07 -0.02 0.03 0.16
H -0.2312 6.1276 -0.8457 -0.02 -0.03 -0.01 0.43
H -1.2525 7.0744 -2.8910 -0.02 -0.02 0.02 0.40
H -2.5395 5.6013 -4.4085 0.01 -0.01 0.02 0.43
H -2.7921 3.2106 -3.8995 0.01 0.03 0.00 0.46
N 2.6852 -0.9813 -1.7207 -0.06 -0.10 0.15 -0.16
C 1.5081 -1.6301 -1.7612 -0.25 0.06 0.04 0.82
C 1.3493 -2.7261 -2.6269 0.00 -0.17 -0.07 -1.12
C 0.1489 -3.3734 -2.6962 0.05 0.02 -0.05 -0.38
C -0.9204 -2.9420 -1.8998 -0.06 -0.17 -0.06 -0.96
C -0.7114 -1.8939 -1.0642 0.05 0.14 0.21 -0.11
N 0.4820 -1.2398 -0.9622 0.01 -0.12 -0.32 0.33
H 3.4305 -1.2696 -2.3275 0.00 0.03 -0.05 0.22
H 2.8179 -0.1407 -1.1905 0.00 0.10 -0.02 0.14
H 2.1905 -3.0361 -3.2335 -0.04 0.04 0.00 0.43
H 0.0221 -4.2076 -3.3739 0.02 0.01 0.02 0.43
H -1.8858 -3.4246 -1.9369 0.01 0.04 0.01 0.49
H -1.4983 -1.5222 -0.4236 -0.01 0.06 0.04 0.44
S 2.2025 4.2191 2.1957 0.04 0.10 0.05 -0.29
C 1.2569 3.0547 1.8651 -0.12 -0.17 0.02 0.44
N 0.5003 2.1341 1.5736 -0.08 0.04 -0.39 -0.20
```
Forces are in eV/Å.

The LUMO energy (spin up / spin down) is -0.1290 / -0.1845 Ha. The value obtained for the maximum force is 0.8 eV Å⁻¹. The spin multiplicity is 5. Its expectation value of S² is 6.054. The energy relative to the best compared isomer or geometry (same formula, charge and spin) is 2.565 eV. Its net charge is +1.

---

The following is a DFT calculation (ωB97M-V with the def2-TZVPD basis set) of a molecular structure, C30H23Cl2F5N3O3S5ScSi.

```
73
Properties=species:S:1:pos:R:3:forces:R:3:mulliken_charge:R:1
Sc 0.0490 -0.2262 -0.6753 0.13 -0.56 -0.51 -0.09
O -3.1698 -6.6347 -0.0502 0.01 0.12 -0.09 -0.66
C -2.6678 -5.5500 -0.2644 0.07 -0.03 0.15 0.58
S -1.1207 -5.3187 -1.0828 -0.05 -0.02 -0.01 -0.20
C -1.0669 -3.5588 -1.0063 0.03 -0.11 0.08 0.19
C -2.0998 -2.9588 -0.3862 -0.06 0.01 0.01 -0.24
S -2.2957 -1.2363 -0.2047 -0.09 -0.07 0.05 -0.56
S -3.3570 -4.0128 0.2561 -0.01 -0.05 -0.04 -0.18
S 0.2777 -2.7530 -1.7437 -0.04 0.10 -0.01 -0.39
F -1.8669 4.8510 4.0090 -0.04 0.08 -0.02 -0.35
C -1.2862 3.6363 4.0796 0.02 -0.01 0.00 0.42
C -1.2249 2.8161 2.9690 0.06 -0.08 0.17 -0.25
F -1.7488 3.2497 1.8223 -0.11 0.09 -0.16 -0.26
C -0.6347 1.5698 3.0509 0.02 0.05 0.11 -0.49
F -0.6103 0.8455 1.9029 0.03 0.04 0.22 0.42
C -0.0673 1.0629 4.2357 0.00 -0.08 -0.16 0.11
S 0.7043 -0.4688 4.3601 0.00 -0.05 0.00 -0.40
C -0.1630 1.9368 5.3313 -0.05 0.07 -0.10 0.34
F 0.3418 1.5751 6.5202 0.06 -0.04 0.15 -0.37
C -0.7474 3.1830 5.2671 0.00 -0.06 -0.07 0.32
F -0.8036 3.9705 6.3583 0.00 0.07 0.09 -0.34
Cl -3.9680 3.6165 -5.7374 -0.06 0.05 -0.12 -0.28
C -3.1765 2.8891 -4.3643 0.09 -0.08 0.01 0.22
C -3.6485 3.1750 -3.0803 0.02 -0.03 0.08 -0.59
C -3.0398 2.6307 -1.9801 -0.03 0.02 -0.09 0.33
Cl -3.6716 2.9821 -0.4171 -0.02 0.01 0.07 -0.21
C -1.9003 1.7668 -2.0767 -0.04 0.05 -0.12 -0.45
O -1.3129 1.3298 -1.0370 0.17 0.03 0.00 0.32
C -1.4944 1.4684 -3.4128 -0.07 0.07 0.03 1.05
C -0.4188 0.5498 -3.6672 -0.21 0.15 -0.17 -0.42
O 0.1715 -0.1149 -2.8366 0.28 0.02 0.09 -0.14
C -2.1198 2.0406 -4.5323 -0.03 0.02 0.07 -1.13
H -4.5028 3.8249 -2.9489 0.01 0.00 0.01 0.45
H -0.1239 0.4326 -4.7194 0.02 0.01 -0.11 0.19
H -1.7590 1.7925 -5.5235 -0.01 0.01 0.00 0.40
N 3.2014 -4.3322 3.1603 -0.06 0.03 -0.05 -0.62
C 2.5317 -3.3509 2.4378 -0.03 -0.06 0.05 0.82
C 3.2171 -2.2761 1.8760 0.07 0.02 -0.02 -1.25
C 2.5133 -1.3313 1.1657 -0.01 0.09 -0.02 -0.46
N 1.1912 -1.3795 0.9836 -0.14 0.06 0.13 1.38
C 0.5296 -2.3763 1.5858 0.07 -0.01 0.07 -0.82
C 1.1491 -3.3804 2.2946 -0.01 0.05 0.00 -1.05
H 4.1688 -4.4526 2.9115 0.04 0.01 0.00 0.23
H 2.7095 -5.2084 3.2280 -0.01 0.00 0.02 0.24
H 4.2910 -2.1780 1.9829 -0.03 -0.01 0.01 0.33
H 3.0162 -0.4953 0.6968 0.02 -0.03 0.02 0.48
H -0.5432 -2.3697 1.4712 -0.06 0.00 0.02 0.65
H 0.5504 -4.1631 2.7430 0.02 0.01 0.00 0.39
C 3.6138 3.5370 -0.4439 -0.04 0.05 0.16 -1.38
Si 2.1005 2.4744 -0.0196 -0.17 -0.05 -0.08 0.26
C 2.3160 2.0889 1.8131 0.14 0.03 -0.03 -0.38
C 0.6552 3.6572 -0.2789 0.26 0.09 -0.04 -0.66
N 1.8904 1.0045 -0.9243 -0.04 0.06 0.34 0.94
C 2.7937 0.5486 -1.8712 0.10 0.00 -0.16 0.10
C 3.0484 -0.8298 -2.0370 0.12 0.01 0.07 0.54
C 3.9092 -1.3170 -3.0067 -0.04 0.01 0.03 -1.05
C 4.5854 -0.4582 -3.8638 -0.01 0.02 0.01 -0.54
C 4.3519 0.9053 -3.7296 0.01 -0.01 -0.01 -0.76
C 3.4792 1.3944 -2.7715 -0.11 0.03 -0.06 -0.42
H 3.5910 4.3490 0.2949 0.08 -0.06 -0.02 0.37
H 3.5829 4.0004 -1.4301 -0.02 0.00 0.01 0.35
H 4.5660 3.0122 -0.3349 -0.04 -0.03 -0.04 0.36
H 1.9559 2.9041 2.4496 0.01 -0.01 -0.04 0.33
H 3.3844 1.9611 2.0277 -0.04 0.00 -0.02 0.40
H 1.8279 1.1710 2.1465 -0.03 0.04 -0.02 -0.39
H 0.7895 4.5450 0.3512 -0.01 -0.04 -0.05 0.46
H -0.3206 3.2365 -0.0634 -0.05 -0.09 0.05 -0.19
H 0.6575 3.9824 -1.3272 -0.03 -0.01 0.06 0.22
H 2.5625 -1.5472 -1.3880 -0.05 0.03 -0.01 0.38
H 4.0415 -2.3912 -3.0823 0.01 0.03 -0.02 0.41
H 5.2603 -0.8389 -4.6210 0.00 0.01 0.01 0.35
H 4.8413 1.6111 -4.3939 0.01 -0.03 0.00 0.37
H 3.2882 2.4580 -2.7461 -0.03 -0.03 0.04 0.27
```
Forces are in eV/Å.

The LUMO energy is 0.1374 Ha. The value obtained for the maximum force is 0.8 eV Å⁻¹. The energy relative to the best compared isomer or geometry (same formula, charge and spin) is 0.000 eV. Its net charge is -2.

---

The following is a DFT calculation (ωB97M-V with the def2-TZVPD basis set) of a molecular structure, C30H24BIN8O5RuS2 at a distorted geometry.

```
72
Properties=species:S:1:pos:R:3:forces:R:3:mulliken_charge:R:1
Ru -0.6299 0.8479 0.2394 1.99 -2.87 1.54 -0.17
I 1.5920 0.5879 2.1169 -1.59 0.87 -0.70 0.19
C 0.6173 2.0763 3.2986 0.47 -0.20 -0.02 0.60
C 1.2336 2.4943 4.4457 0.02 -0.25 -0.36 -0.61
C 0.6123 3.4655 5.2400 -0.11 0.14 0.08 -0.69
C -0.6073 3.9627 4.8774 0.03 -0.04 0.05 -1.01
C -1.2628 3.5125 3.7143 0.36 -0.38 -0.19 0.82
C -2.5422 3.9914 3.3704 -0.25 -0.09 -0.26 -0.73
C -3.1912 3.5187 2.2639 -0.28 -0.13 0.41 -1.14
C -2.5659 2.5807 1.4321 0.08 0.15 -0.57 0.45
C -1.2929 2.1245 1.6913 0.36 -0.14 -1.24 0.06
C -0.6330 2.5488 2.8698 0.31 0.16 0.34 0.88
H 2.1871 2.0831 4.7355 0.11 -0.03 0.08 0.42
H 1.1037 3.8060 6.1385 0.02 0.03 0.06 0.41
H -1.1023 4.7063 5.4847 -0.02 0.05 0.08 0.42
H -3.0065 4.7273 4.0109 -0.03 0.11 0.00 0.42
H -4.1818 3.8697 2.0151 -0.05 -0.01 0.00 0.44
H -3.1109 2.2278 0.5593 0.15 0.25 -0.09 0.55
N -2.8562 -6.5241 4.1712 -0.01 -0.09 0.01 -0.50
C -2.6682 -5.2234 3.8007 0.01 0.16 0.05 1.11
C -1.3912 -4.6488 3.8332 0.04 0.04 -0.05 -0.79
C -1.2151 -3.3181 3.5157 0.04 -0.08 0.03 -0.65
C -2.3112 -2.5523 3.1616 0.16 0.82 -0.17 -0.37
C -3.5824 -3.0957 3.1260 -0.11 -0.06 0.04 -0.33
C -3.7613 -4.4238 3.4428 -0.01 0.13 -0.02 -0.83
S -2.0711 -0.8513 2.7297 -0.32 0.17 1.09 1.81
O -3.3313 -0.1782 2.5677 -0.06 -0.54 -0.07 -0.80
O -1.1166 -0.2498 3.6229 0.01 -0.46 -0.18 -0.69
N -1.3087 -0.8528 1.2451 1.06 1.31 0.15 -0.30
C -1.8815 -1.4345 0.1957 -0.86 -1.49 -1.73 0.80
N -2.7709 -2.4221 0.2970 0.06 0.45 0.19 -0.28
C -3.2360 -2.9246 -0.8282 0.06 -0.01 -0.18 -0.24
C -2.8444 -2.4680 -2.0818 0.31 0.29 0.04 -0.91
C -1.9118 -1.4421 -2.1068 -0.46 -0.16 -0.78 -0.13
N -1.4209 -0.9337 -0.9901 0.39 0.47 2.02 -0.09
H -2.0567 -7.1267 4.2475 -0.05 -0.05 -0.02 0.21
H -3.7374 -6.9627 3.9703 0.07 -0.04 0.00 0.21
H -0.5473 -5.2602 4.1152 0.12 -0.02 0.04 0.30
H -0.2395 -2.8585 3.5493 0.17 -0.04 0.03 0.46
H -4.4095 -2.4621 2.8500 -0.15 -0.01 -0.07 0.52
H -4.7488 -4.8592 3.4209 -0.14 -0.02 0.02 0.30
H -3.9459 -3.7335 -0.7143 -0.08 -0.06 -0.11 0.46
H -3.2334 -2.8943 -2.9891 0.01 -0.05 -0.13 0.42
H -1.5380 -1.0303 -3.0377 -0.04 0.02 0.01 0.55
B -2.0570 3.7647 -2.9045 -0.13 0.35 -0.52 0.31
C -1.3557 2.8945 -1.8785 0.59 -0.27 0.80 -0.02
N -0.8295 2.2604 -1.0510 -0.68 1.46 -0.92 -0.92
H -1.7161 3.4238 -3.9963 -0.01 -0.23 -0.26 -0.10
H -1.7262 4.8975 -2.7061 0.14 0.24 0.23 -0.10
H -3.2303 3.6400 -2.6988 -0.33 -0.13 0.05 -0.10
O 6.8116 -2.5155 -6.3466 0.27 -0.61 -0.27 -0.67
S 5.5487 -1.9755 -6.7947 0.24 2.11 1.11 1.15
O 4.3661 -2.6638 -6.3454 -0.37 -0.58 -0.08 -0.66
O 5.4987 -1.4160 -8.1239 0.04 -0.39 -0.51 -0.67
C 5.5319 -0.4053 -5.7597 -0.17 -2.70 -1.70 0.12
N 6.4869 0.4581 -5.9752 1.03 1.44 0.08 -0.48
C 6.4738 1.5367 -5.2054 -0.18 -0.35 -0.10 -0.44
C 5.5028 1.7299 -4.2278 -0.47 -0.11 0.34 -0.55
C 4.5340 0.7334 -4.0871 1.09 0.11 -0.92 0.24
N 4.5785 -0.3403 -4.8853 -1.33 0.76 1.68 -0.29
C 3.4415 0.7377 -3.1035 -0.28 -0.02 0.25 1.31
C 3.1428 1.8174 -2.2722 -0.26 -0.33 0.14 -1.08
C 2.0939 1.6994 -1.3769 0.24 0.65 0.12 -0.50
N 1.3461 0.6035 -1.2732 -1.16 0.56 1.11 0.58
C 1.6254 -0.4277 -2.0600 -0.06 -0.71 -0.32 -0.92
C 2.6538 -0.4096 -2.9842 -0.13 0.26 0.31 -0.79
H 7.2640 2.2549 -5.3767 0.02 0.16 0.08 0.42
H 5.5166 2.6093 -3.6071 0.03 0.18 0.10 0.33
H 3.7013 2.7392 -2.3093 0.03 0.05 0.01 0.32
H 1.8405 2.5183 -0.7101 0.01 -0.06 -0.15 0.59
H 1.0051 -1.3058 -1.9423 0.00 -0.01 -0.01 0.67
H 2.8649 -1.2576 -3.6168 0.00 -0.12 -0.09 0.68
```
Forces are in eV/Å.

The LUMO energy (spin up / spin down) is -0.1568 / -0.1648 Ha. The value obtained for the maximum force is 3.8 eV Å⁻¹.